(1)
A 2-piece molecular cluster, C6H11ClOSi overall, computed with ωB97M-V/def2-TZVPD.

Last column: Löwdin charge in e.
Positions of all 20 atoms, in Å:
C1 -2.405 0.800 -1.194  -0.25
C2 -0.027 -0.781 3.166  -0.06
C3 -1.368 -0.122 -1.102  -0.31
C4 -0.519 -0.322 2.028  -0.24
C5 1.909 -1.936 -0.912  -0.10
C6 0.158 2.946 -0.612  -0.56
O1 1.211 -1.392 0.213  -0.29
Si1 -0.107 -0.417 0.212  0.73
Cl1 -1.495 3.098 -1.018  0.59
H1 -2.959 1.001 -2.192  0.10
H2 -2.841 1.101 -0.271  0.01
H3 -0.561 -0.874 4.009  0.01
H4 0.985 -1.183 3.264  0.06
H5 -1.028 -0.456 -2.023  0.00
H6 -1.645 -0.061 2.263  0.09
H7 1.343 -2.666 -1.301  0.04
H8 2.727 -2.337 -0.405  0.07
H9 2.146 -1.134 -1.765  0.14
H10 0.263 3.543 0.382  0.00
H11 1.009 3.022 -1.302  -0.03

E = -28842.254 eV
Spin multiplicity = 1
Energy above the lowest of the compared OMol25 structures with the same formula, charge and spin = 509.10 kJ/mol
Gap between HOMO and LUMO (alpha / beta) = 6.37 / 7.30 eV

(2)
C11H9GaN2Se as an isolated structure, computed with ωB97M-V/def2-TZVPD.

Last column: Löwdin charge in e.
Positions of all 24 atoms, in Å:
Ga1 -0.422 -0.685 0.157  1.19
C1 0.366 1.364 -2.926  0.08
C2 1.264 0.287 -2.632  -0.05
C3 0.509 -0.780 -2.278  -0.15
C4 -0.970 -0.313 -2.295  -0.16
C5 -0.975 1.006 -2.657  -0.06
H1 0.665 2.296 -3.391  0.15
H2 2.333 0.310 -2.774  0.14
H3 0.824 -1.813 -2.210  0.11
H4 -1.820 -0.984 -2.281  0.11
H5 -1.836 1.636 -2.813  0.14
Se1 -0.816 1.091 3.103  1.26
N1 -0.231 -0.334 2.109  -0.40
C6 0.272 -1.257 2.952  -0.34
C7 0.787 -2.530 2.621  -0.03
C8 1.305 -3.300 3.617  0.01
C9 1.322 -2.874 4.984  -0.01
C10 0.821 -1.673 5.348  0.03
C11 0.254 -0.838 4.338  -0.33
N2 -0.285 0.346 4.563  -0.19
H6 0.737 -2.898 1.601  0.10
H7 1.713 -4.275 3.380  0.13
H8 1.740 -3.533 5.732  0.13
H9 0.855 -1.307 6.365  0.14

E = -132235.332 eV
Spin multiplicity = 1
Energy above the lowest of the compared OMol25 structures with the same formula, charge and spin = 145.97 kJ/mol
Gap between HOMO and LUMO = 6.03 eV
Charge = +2